A structure of composition C44H67KN9O6P3S3 in a non-equilibrium geometry, computed with the ωB97M-V functional and the def2-TZVPD basis.

Properties
- Net charge: 0
- E: -5479.8085 hartree

Each line ends with the Mulliken charge.
CARTESIAN COORDINATES (ANGSTROEM)
1 K -0.18606 0.24785 -1.12118  3.18
2 C 5.02713 2.77632 -3.18719  -1.22
3 C 4.65682 1.45148 -3.73799  1.23
4 N 5.37330 0.73134 -4.53336  -1.01
5 N 4.60444 -0.37703 -4.76462  0.31
6 C 3.41299 -0.36630 -4.12619  -0.18
7 S 2.25883 -1.54804 -4.17190  -0.37
8 N 3.45789 0.83700 -3.45345  0.94
9 N 2.53730 1.40349 -2.58056  -0.70
10 H 5.94987 3.11475 -3.65070  0.38
11 H 5.16803 2.71913 -2.10740  0.26
12 H 4.22478 3.48829 -3.37557  0.24
13 H 4.90933 -1.09280 -5.39653  0.21
14 H 1.61147 1.37094 -3.00167  0.06
15 H 2.48850 0.84975 -1.72101  0.06
16 N 3.90530 -1.25028 -1.24551  -0.05
17 C 3.50331 -1.80621 0.03061  0.85
18 C 4.71294 -2.15347 0.94190  -0.90
19 C 4.77889 -3.60424 1.43998  -0.85
20 C 3.59371 -4.00906 2.32841  -0.47
21 N 3.22000 -2.92096 3.20533  0.59
22 C 3.79588 -2.60202 4.32662  0.77
23 N 3.50392 -1.40910 4.87200  -0.33
24 N 4.66488 -3.41061 4.97382  -0.39
25 C 2.44951 -0.84614 0.66046  -0.58
26 O 2.24864 -0.94620 1.91131  -0.68
27 O 1.84503 -0.05822 -0.08320  -1.12
28 H 4.47571 -1.89202 -1.78049  0.29
29 H 4.42254 -0.38965 -1.10493  0.28
30 H 2.94554 -2.72987 -0.17208  -0.76
31 H 4.75235 -1.47221 1.79554  0.18
32 H 5.61714 -1.97910 0.35781  0.51
33 H 5.71003 -3.73485 1.99913  0.35
34 H 4.81419 -4.28751 0.58715  0.50
35 H 3.82119 -4.92119 2.88750  0.78
36 H 2.72152 -4.22148 1.71012  -0.42
37 H 2.76093 -2.05091 2.65731  -0.16
38 H 2.89921 -0.78123 4.35633  0.11
39 H 3.94392 -1.08467 5.71150  0.19
40 H 4.81384 -4.34401 4.63595  0.21
41 H 4.92424 -3.21355 5.92276  0.22
42 C -3.66975 0.24761 -2.01332  -0.48
43 O -2.45041 -0.19896 -2.57190  0.58
44 C -2.30493 0.23510 -3.91795  0.09
45 C -0.94343 -0.20018 -4.43747  -0.32
46 O 0.08583 0.74026 -4.20661  0.38
47 C 0.14142 1.75913 -5.19260  -0.71
48 H -4.51582 -0.00153 -2.66627  0.42
49 H -3.65443 1.32948 -1.85292  -0.08
50 H -3.79563 -0.25671 -1.05521  -0.03
51 H -2.39900 1.32399 -3.97396  -0.47
52 H -3.09838 -0.21427 -4.53284  0.44
53 H -1.01012 -0.42106 -5.50914  0.46
54 H -0.64521 -1.11562 -3.91981  -0.46
55 H -0.78167 2.33333 -5.23183  0.20
56 H 0.34663 1.32620 -6.17969  0.27
57 H 0.95049 2.43335 -4.91166  0.23
58 C -2.84753 -3.09939 1.58797  -1.45
59 N -1.70326 -2.17411 1.60217  0.64
60 P -0.24577 -2.56486 0.75523  0.36
61 C -0.02452 -4.25035 1.50248  0.95
62 C 0.17435 -4.27077 2.88530  -0.24
63 C 0.29712 -5.46490 3.57492  -0.75
64 C 0.23992 -6.66977 2.88748  -0.72
65 C 0.04726 -6.66417 1.51546  -0.68
66 C -0.08519 -5.46543 0.82508  -0.53
67 C -0.70474 -3.05485 -0.95603  0.78
68 C -1.96936 -2.94420 -1.52150  -0.38
69 C -2.19440 -3.37342 -2.82246  -0.74
70 C -1.16022 -3.90847 -3.57229  -0.79
71 C 0.11506 -3.99987 -3.02880  -0.83
72 C 0.33816 -3.56417 -1.73470  -0.08
73 P -1.99377 -0.47444 1.29596  0.08
74 C -3.46046 -0.15446 2.36464  0.73
75 C -4.40623 0.75306 1.89751  -0.37
76 C -5.49989 1.09466 2.68263  -0.63
77 C -5.65839 0.52375 3.93464  -0.66
78 C -4.71345 -0.38003 4.40860  -0.88
79 C -3.61824 -0.71348 3.63104  -0.37
80 C -0.84971 0.30041 2.50715  1.43
81 C -0.62707 1.66479 2.32647  -0.95
82 C 0.09440 2.38980 3.26137  -0.67
83 C 0.58490 1.76106 4.39498  -0.87
84 C 0.36567 0.40190 4.57799  -1.00
85 C -0.33691 -0.32874 3.63314  -0.21
86 H -2.65128 -3.96320 0.95517  0.57
87 H -3.75479 -2.60628 1.23306  0.43
88 H -3.04492 -3.46339 2.59910  0.20
89 H 0.23204 -3.32964 3.41708  0.00
90 H 0.42713 -5.45809 4.65052  0.47
91 H 0.33892 -7.60761 3.41911  0.39
92 H -0.01666 -7.59980 0.97407  0.44
93 H -0.24384 -5.48807 -0.24355  0.32
94 H -2.78830 -2.52112 -0.95494  0.17
95 H -3.18411 -3.28505 -3.25267  0.40
96 H -1.33732 -4.24054 -4.58732  0.35
97 H 0.93548 -4.39477 -3.61347  0.40
98 H 1.33658 -3.62329 -1.31617  -0.04
99 H -4.27659 1.20086 0.91762  0.26
100 H -6.22841 1.80834 2.31921  0.47
101 H -6.51441 0.77808 4.54628  0.37
102 H -4.82589 -0.81437 5.39417  0.42
103 H -2.87325 -1.40372 4.00794  0.24
104 H -1.02701 2.15262 1.44349  0.04
105 H 0.25921 3.45060 3.12056  0.51
106 H 1.14091 2.32566 5.13351  0.36
107 H 0.72256 -0.07746 5.48265  0.68
108 H -0.49959 -1.38818 3.77831  0.06
109 C 0.51027 5.61769 -0.27590  -1.04
110 C 0.27648 6.13232 -1.68895  0.58
111 C -0.34179 7.52401 -1.68640  -1.30
112 O -0.51392 5.25614 -2.51462  -0.45
113 P -1.81475 4.37960 -2.16663  0.35
114 S -2.71573 4.09099 -3.88784  -0.60
115 S -1.38169 2.85760 -0.94833  -1.12
116 O -2.65238 5.46625 -1.27259  -0.20
117 C -3.69674 5.08678 -0.36042  1.30
118 C -4.97364 4.68991 -1.08904  -1.32
119 C -3.91828 6.28138 0.55212  -1.66
120 H 1.18202 6.30069 0.24815  0.56
121 H 0.95615 4.62472 -0.29684  0.13
122 H -0.43243 5.56063 0.26737  0.09
123 H 1.23575 6.17008 -2.21262  0.31
124 H -1.31836 7.49339 -1.20651  0.14
125 H -0.46900 7.87792 -2.70954  0.32
126 H 0.30648 8.21773 -1.14816  0.45
127 H -3.34255 4.23635 0.22911  -0.30
128 H -5.34695 5.52798 -1.67997  0.34
129 H -5.73422 4.38415 -0.36737  0.40
130 H -4.77377 3.86464 -1.76996  0.20
131 H -4.25275 7.13715 -0.03725  0.36
132 H -2.99045 6.54827 1.05967  0.34
133 H -4.67650 6.04493 1.29952  0.44

Force components x, y, z for each atom (eV/Å):
-0.7 -0.1 -1.1
0.0 0.0 0.0
-0.2 0.1 0.1
0.2 0.0 -0.2
-0.2 0.2 0.2
0.3 0.1 0.0
-0.2 -0.3 0.0
0.1 -0.2 -0.2
-0.2 0.0 0.2
0.0 0.0 0.0
0.0 0.0 0.0
0.0 0.0 0.0
0.0 -0.1 0.0
0.1 0.0 -0.3
0.2 -0.2 -0.1
0.0 0.1 -0.1
0.1 0.3 -0.1
-0.2 -0.1 0.1
-0.1 0.1 0.1
0.3 0.0 -0.2
-0.3 0.6 -0.2
0.0 -0.1 0.2
-0.1 0.1 0.0
0.0 0.0 -0.1
0.2 0.1 0.3
0.3 -0.1 0.1
1.3 -0.3 0.9
0.0 0.0 0.0
0.1 -0.1 0.0
0.0 0.0 0.0
0.0 0.0 0.0
0.0 0.1 0.0
0.0 0.0 0.0
0.0 0.0 0.0
-0.1 0.0 0.0
0.0 -0.1 0.1
0.0 -0.3 0.0
0.0 0.0 0.0
0.0 0.0 0.0
0.0 0.0 0.0
0.0 0.0 0.0
-0.1 0.1 0.0
-0.1 0.0 -0.1
0.2 0.0 -0.2
-0.1 -0.1 0.1
-0.1 0.3 0.1
0.0 0.0 0.0
0.0 -0.1 0.0
0.0 0.0 0.0
0.0 0.0 0.0
-0.1 0.1 0.0
0.0 0.0 0.1
0.1 0.0 0.0
0.0 0.0 -0.1
-0.1 0.1 0.0
0.1 0.0 0.1
0.0 0.0 0.0
0.0 0.0 0.2
0.2 0.1 -0.7
-0.5 -0.9 0.2
0.0 0.1 0.0
0.0 0.0 -0.1
0.0 0.0 0.0
0.0 -0.1 0.0
0.0 -0.1 0.0
0.0 0.1 0.0
0.0 -0.1 0.1
0.0 -0.1 0.0
0.0 0.0 0.0
0.0 -0.1 0.0
0.0 0.0 0.0
0.0 0.1 0.0
-0.3 0.1 1.2
-0.2 0.0 -0.4
0.1 -0.1 -0.1
-0.1 0.1 0.1
0.0 0.0 0.0
0.0 0.0 0.0
0.0 0.0 0.0
0.2 0.2 -0.1
0.0 -0.2 -0.1
0.0 0.1 0.1
0.1 0.0 0.0
0.0 0.0 0.1
0.0 0.0 0.0
0.0 0.0 0.0
0.0 0.0 0.0
0.0 0.0 0.0
0.0 0.0 0.1
0.0 0.0 0.0
0.0 0.0 0.0
0.0 0.0 0.0
0.0 0.0 0.0
0.0 0.0 0.0
0.0 0.0 0.0
0.0 0.0 0.0
0.0 0.0 0.0
0.0 0.0 0.0
0.0 0.0 0.0
0.0 0.0 0.0
0.0 0.0 0.0
0.0 0.0 0.0
0.0 0.0 0.0
0.0 0.1 0.1
0.0 0.0 -0.1
0.0 0.0 0.0
0.0 -0.1 0.0
0.0 0.0 0.0
0.0 -0.1 -0.2
-0.1 0.1 0.2
0.0 -0.1 -0.1
0.0 -0.1 0.1
-0.2 0.6 -0.1
0.1 -0.3 0.2
-0.2 0.4 -0.3
0.1 -0.3 0.0
-0.1 0.1 0.1
0.3 0.0 -0.1
0.1 -0.1 -0.1
0.0 0.0 0.0
0.0 0.0 0.0
0.0 0.0 0.1
0.0 0.0 0.0
0.0 0.0 0.0
0.0 0.0 0.0
0.0 0.0 0.0
0.1 0.0 0.0
0.0 0.0 0.0
0.0 0.0 0.0
-0.1 0.0 0.0
0.0 0.0 0.0
0.0 0.0 0.0
0.0 0.0 0.0